Record 1
{
  "formula": "C45H96O14",
  "method": "wB97M-V/def2-TZVPD",
  "smiles": "C1CCOC1.C1CCOC1.C1CCOC1.C1CCOC1.C1CCOC1.C1CCOC1.C1CCOC1.C1CCOC1.C1CCOC1.COCCOC.COCCOC.CO",
  "charge": 0,
  "lumo_ev": 0.33,
  "largest_force_ev_per_a": 4.134,
  "e_tot_ha": -2825.09704,
  "mol_weight_g_mol": 861.249,
  "gap_ev": 9.43,
  "homo_ev": -9.1,
  "symbols": ["C", "C", "C", "O", "C", "H", "H", "H", "H", "H", "H", "H", "H", "C", "C", "C", "O", "C", "H", "H", "H", "H", "H", "H", "H", "H", "C", "C", "C", "O", "C", "H", "H", "H", "H", "H", "H", "H", "H", "C", "C", "C", "O", "C", "H", "H", "H", "H", "H", "H", "H", "H", "C", "C", "C", "O", "C", "H", "H", "H", "H", "H", "H", "H", "H", "C", "C", "C", "O", "C", "H", "H", "H", "H", "H", "H", "H", "H", "C", "C", "C", "O", "C", "H", "H", "H", "H", "H", "H", "H", "H", "C", "C", "C", "O", "C", "H", "H", "H", "H", "H", "H", "H", "H", "C", "C", "C", "O", "C", "H", "H", "H", "H", "H", "H", "H", "H", "C", "O", "H", "H", "H", "H", "C", "O", "C", "C", "O", "C", "H", "H", "H", "H", "H", "H", "H", "H", "H", "H", "C", "O", "C", "C", "O", "C", "H", "H", "H", "H", "H", "H", "H", "H", "H", "H"],
  "coordinates": [[-2.88878, -13.37120, -10.95554], [-3.51920, -13.82022, -9.68746], [-3.31779, -12.54833, -8.82425], [-1.98336, -12.15520, -9.20976], [-1.68327, -12.50716, -10.51997], [-3.49160, -12.74630, -11.61448], [-2.63278, -14.18125, -11.63845], [-3.05173, -14.71932, -9.28598], [-4.49177, -14.10382, -10.08970], [-3.12517, -12.80527, -7.78263], [-4.06837, -11.75832, -8.79938], [-0.77211, -13.10201, -10.58357], [-1.51871, -11.60963, -11.11617], [-6.13947, -22.27144, -7.27029], [-5.62094, -22.61561, -5.90844], [-4.89757, -21.31626, -5.53538], [-4.25455, -20.90741, -6.74745], [-5.15913, -21.12935, -7.79931], [-7.17483, -21.96013, -7.13164], [-6.28214, -23.19520, -7.83101], [-4.81673, -23.34880, -5.96989], [-6.37023, -22.92564, -5.18006], [-4.06447, -21.35568, -4.83360], [-5.60061, -20.58362, -5.13906], [-4.52961, -21.49997, -8.60829], [-5.71191, -20.27260, -8.18468], [-9.13261, -20.62822, -12.31586], [-7.78210, -20.59104, -11.57094], [-7.22208, -21.98851, -11.66392], [-8.34384, -22.74836, -12.13008], [-9.57168, -22.02286, -11.90307], [-9.04444, -20.56880, -13.40067], [-9.87687, -19.93760, -11.91936], [-7.98297, -20.29081, -10.54254], [-7.04822, -19.90780, -11.99837], [-6.93513, -22.36983, -10.68394], [-6.33939, -22.09005, -12.29531], [-9.90855, -22.11192, -10.87026], [-10.34319, -22.60647, -12.40535], [-0.53426, -21.59851, -6.21374], [0.17758, -20.81883, -7.25852], [1.04664, -19.99480, -6.39179], [0.41874, -19.84036, -5.09253], [-0.88041, -20.46652, -5.23984], [0.08978, -22.29615, -5.65519], [-1.48651, -21.98694, -6.57490], [-0.58004, -20.19245, -7.72943], [0.73639, -21.46610, -7.93444], [1.22331, -19.03464, -6.87654], [2.07458, -20.32714, -6.24693], [-1.52112, -19.65324, -5.58067], [-1.20166, -20.78875, -4.24935], [-3.58179, -22.43446, -13.22332], [-4.37474, -22.70068, -14.46223], [-4.42095, -24.18001, -14.51128], [-3.36823, -24.57922, -13.63199], [-2.46777, -23.51235, -13.26618], [-4.18256, -22.62432, -12.33386], [-3.06335, -21.47591, -13.20110], [-3.80324, -22.30539, -15.30201], [-5.35582, -22.22730, -14.42367], [-4.37140, -24.50420, -15.55077], [-5.40031, -24.43492, -14.10632], [-1.77199, -23.29744, -14.07723], [-1.83585, -23.72878, -12.40483], [-0.28100, -15.63791, -9.80444], [0.52228, -16.71559, -9.00998], [1.30250, -17.44125, -10.13272], [0.29895, -17.50308, -11.11529], [-0.33870, -16.21375, -11.26080], [0.29976, -14.71781, -9.86939], [-1.22185, -15.45328, -9.28598], [-0.22157, -17.32491, -8.49663], [1.22617, -16.42619, -8.22968], [1.55834, -18.49398, -10.01267], [2.26094, -16.98006, -10.37102], [-1.40741, -16.33199, -11.43966], [0.14820, -15.53226, -11.95837], [-5.81670, -15.74731, -3.37725], [-5.00336, -16.81490, -2.72689], [-5.71035, -18.16328, -3.03610], [-7.05798, -17.71451, -3.11896], [-7.14803, -16.37276, -3.69722], [-5.30893, -15.58982, -4.32881], [-5.90953, -14.75056, -2.94601], [-5.15827, -16.69482, -1.65466], [-3.93470, -16.95453, -2.88989], [-5.61973, -18.97598, -2.31540], [-5.34381, -18.41989, -4.03003], [-8.00168, -15.80383, -3.32885], [-7.30234, -16.56168, -4.75958], [-7.12439, -11.63816, -5.57248], [-6.76504, -11.75499, -7.07219], [-6.67683, -13.21217, -7.24627], [-7.70214, -13.73642, -6.45345], [-8.12573, -12.75998, -5.44353], [-7.58065, -10.68886, -5.29183], [-6.27997, -11.82349, -4.90862], [-5.75539, -11.37169, -7.21976], [-7.40859, -11.28137, -7.81356], [-5.76962, -13.58487, -6.77070], [-6.70018, -13.64908, -8.24460], [-8.13200, -13.05735, -4.39489], [-9.13481, -12.39533, -5.63557], [-2.98101, -17.43501, -15.44125], [-4.35025, -16.90664, -15.14309], [-4.93901, -18.16663, -14.56712], [-3.91649, -18.89489, -13.94735], [-2.82075, -18.85552, -14.80954], [-2.08596, -16.83608, -15.27312], [-2.83330, -17.64786, -16.50001], [-4.82901, -16.52961, -16.04682], [-4.21685, -16.15002, -14.36988], [-5.49813, -18.83322, -15.22374], [-5.66144, -17.90450, -13.79415], [-2.76707, -19.75866, -15.41745], [-1.98120, -18.89473, -14.11549], [-7.44431, -17.05976, -10.69788], [-7.22820, -16.40832, -11.90724], [-7.74543, -16.19396, -10.10812], [-8.31047, -17.71890, -10.75624], [-6.60854, -17.65900, -10.33663], [-7.08480, -15.48048, -11.70684], [-5.49477, -16.64380, -7.48632], [-4.14890, -16.21107, -7.50655], [-3.28633, -17.31035, -7.66520], [-3.14362, -17.91778, -9.05698], [-4.32960, -18.63190, -9.43668], [-4.20874, -19.17324, -10.76497], [-6.18510, -15.85173, -7.19618], [-5.76607, -17.47031, -6.82952], [-5.77830, -16.73463, -8.53487], [-3.45000, -18.09077, -6.92206], [-2.33773, -16.83161, -7.42215], [-2.15384, -18.37433, -9.05847], [-3.19369, -16.99554, -9.63582], [-4.13387, -18.39649, -11.52600], [-4.92625, -19.95408, -11.01710], [-3.29064, -19.75743, -10.82769], [-0.09230, -20.78691, -11.55791], [-1.06105, -21.77068, -11.37196], [-1.17741, -22.13533, -10.03926], [-2.35784, -23.02984, -9.71468], [-2.03566, -24.44047, -10.12800], [-3.21722, -25.14480, -10.28663], [-0.54039, -19.85619, -11.20995], [0.23975, -20.89749, -12.59020], [0.88127, -20.91995, -11.08615], [-1.31707, -21.17309, -9.54663], [-0.32892, -22.55210, -9.49660], [-3.23859, -22.64160, -10.22620], [-2.59436, -22.99721, -8.65115], [-3.99163, -24.64462, -10.86819], [-3.51867, -25.45497, -9.28612], [-2.92018, -26.04356, -10.82709]],
  "forces_ev_per_angstrom": [[1.806, 0.739, -2.051], [-1.119, 0.644, -0.570], [1.372, -1.741, 0.979], [-0.285, 0.916, 0.922], [-0.340, -0.763, -0.940], [-0.708, 0.130, 0.480], [0.387, -0.286, 0.200], [-0.044, 0.410, 0.237], [-0.687, 0.039, 1.192], [-0.593, -0.190, 0.193], [0.006, 0.100, -0.847], [0.189, 0.116, 0.360], [-0.194, 0.047, -0.249], [-0.718, 0.167, -0.334], [1.607, 0.450, 0.902], [0.530, 0.131, 0.222], [-0.595, 0.636, 0.597], [-0.694, -2.118, -0.623], [0.000, 0.720, -0.233], [0.615, 0.206, -0.644], [-0.220, -0.420, 0.011], [0.044, 0.013, -0.108], [-0.211, -0.478, 0.294], [-0.190, 0.380, -0.265], [-0.243, 0.007, -0.320], [0.116, 0.306, 0.479], [-0.726, -0.464, 0.725], [0.219, 1.297, -0.368], [-1.193, -0.509, 0.604], [0.093, -1.134, -0.041], [1.204, -1.087, -0.407], [0.006, 0.122, 0.101], [0.303, 0.539, -0.267], [0.181, -0.021, 0.078], [-0.283, 0.405, 0.028], [0.118, -0.026, 0.253], [-0.367, -0.082, -0.451], [0.408, 0.440, 0.548], [0.066, 0.542, -0.792], [-2.493, 0.361, 0.888], [0.168, -0.893, -0.019], [1.556, 1.977, 0.622], [0.159, -0.187, -0.788], [1.510, 0.297, 0.662], [-0.138, -0.259, -0.305], [0.170, -0.736, -0.042], [0.264, -0.063, -0.519], [-0.103, 0.376, -0.279], [-0.313, 0.581, 0.232], [-0.101, -0.736, 0.172], [-0.660, -0.497, -0.472], [-0.014, -0.069, -0.043], [2.266, 0.761, 1.086], [0.330, 1.724, -0.384], [-0.157, 0.359, 0.619], [0.708, -2.564, -0.282], [-2.348, 0.369, -1.310], [0.054, 0.290, 0.191], [-0.672, 0.426, 0.214], [-0.169, 0.198, -0.221], [0.005, 0.027, -0.215], [0.461, -0.637, 0.138], [0.155, -0.866, 0.215], [0.101, 0.081, -0.370], [-0.874, -0.238, 0.165], [1.746, 0.048, 0.233], [0.667, -0.137, -0.122], [-1.451, -0.705, 0.951], [-0.261, 0.830, -2.298], [-0.443, -0.524, 2.486], [-0.169, 0.151, 0.430], [0.026, 0.069, -0.461], [0.225, -0.597, -0.252], [-0.200, 0.770, 0.003], [-0.076, -0.076, 0.718], [-0.180, 0.728, -0.494], [0.204, -0.432, -0.859], [0.055, -0.309, -0.208], [0.948, 0.733, -2.503], [0.176, -1.720, 2.938], [-0.412, 2.768, -1.083], [-1.431, -0.261, 0.390], [0.214, -1.892, 0.040], [-0.086, 0.490, -0.354], [0.255, -0.349, 0.615], [0.428, 0.003, 0.346], [0.010, 0.795, -0.348], [0.008, 0.243, -0.056], [-0.077, -0.783, -0.243], [-0.070, -0.475, 0.350], [0.055, 0.487, -0.205], [-0.681, 0.414, -0.837], [1.658, 1.388, 0.084], [0.660, -1.157, 0.817], [-2.283, -0.627, 1.627], [0.368, 0.208, -0.481], [0.155, 0.088, -0.082], [0.240, 0.053, -0.319], [-0.026, 0.455, -0.202], [-0.382, 0.131, 0.462], [0.683, 0.106, -0.291], [-0.348, 0.283, -0.130], [0.138, -1.119, -0.201], [-0.117, -0.233, -0.439], [2.744, -1.706, -2.578], [0.950, -0.314, 0.113], [-2.239, -0.134, 1.361], [-0.841, -0.385, 0.716], [0.596, 1.216, 1.585], [-0.354, 0.371, 0.714], [-0.427, 0.308, -0.482], [-0.161, 0.092, 0.329], [-0.632, 0.156, -0.063], [0.151, 0.192, -0.794], [-0.096, -0.081, 0.221], [-0.207, 0.283, -0.720], [0.487, -0.031, -0.317], [-1.070, 0.592, 0.765], [0.689, 0.087, -1.984], [0.145, -0.831, 1.538], [-0.074, -0.071, -0.226], [0.236, 0.356, 0.111], [0.077, -0.165, -0.281], [-1.204, 1.393, -1.105], [-0.765, -0.612, 0.633], [0.995, -0.042, 0.494], [-1.942, 1.933, 0.618], [0.817, -0.895, -0.304], [1.152, -0.276, 0.416], [0.503, 0.510, 0.572], [0.599, -0.474, -0.247], [-0.249, -1.105, 0.108], [-0.328, -0.123, 0.206], [0.505, -0.405, -0.104], [-0.231, -0.779, -0.666], [0.808, 0.022, -0.874], [-0.345, 0.046, -0.036], [-0.748, 0.585, 0.393], [0.539, 0.097, -0.017], [0.417, 0.089, -0.541], [0.470, -1.924, -0.342], [-0.996, 0.637, 1.624], [0.877, -1.232, -1.030], [0.056, 3.649, 0.277], [0.282, -1.532, 0.150], [0.458, 0.543, -0.585], [-0.673, 0.906, -0.374], [-0.110, -0.462, 0.981], [-0.441, 0.155, 0.773], [0.741, -0.306, -0.818], [-0.155, -0.355, -0.371], [0.250, -0.113, 0.221], [-0.052, 0.194, 0.131], [-0.840, -0.037, 0.030], [-0.319, -0.140, -0.091]]
}



Record 2
{
  "formula": "C24H30N4O4S",
  "method": "wB97M-V/def2-TZVPD",
  "relative_energy_kcal_mol": 92.7,
  "smiles": "O=C(CN1CCN(S(=O)(=O)/C=C/c2ccccc2)CC1)Nc1ccc(N2CCOCC2)cc1",
  "charge": 0,
  "lumo_ev": -0.23,
  "largest_force_ev_per_a": 1.052,
  "e_tot_ha": -1850.68359,
  "mol_weight_g_mol": 470.595,
  "gap_ev": 7.33,
  "homo_ev": -7.6,
  "symbols": ["O", "C", "N", "C", "C", "C", "C", "C", "C", "H", "H", "N", "C", "H", "C", "H", "O", "C", "H", "C", "H", "H", "H", "H", "H", "H", "H", "H", "C", "N", "C", "C", "N", "S", "O", "O", "C", "C", "C", "C", "C", "C", "C", "C", "H", "H", "H", "H", "H", "H", "H", "C", "C", "H", "H", "H", "H", "H", "H", "H", "H", "H", "H"],
  "coordinates": [[-0.25524, 0.45227, -4.05706], [-0.07945, -0.30933, -3.13112], [0.60728, -0.04757, -1.99601], [1.21836, 1.13900, -1.57723], [1.31153, 2.27017, -2.38302], [1.92338, 3.41012, -1.90891], [2.47647, 3.46792, -0.62506], [2.37841, 2.32505, 0.17229], [1.75599, 1.18501, -0.29561], [1.69392, 0.31277, 0.34107], [2.80053, 2.30976, 1.16464], [3.03242, 4.65856, -0.16586], [3.99990, 5.35360, -0.99438], [3.74287, 5.25111, -2.04658], [4.02012, 6.83226, -0.60483], [4.78686, 7.36979, -1.16493], [4.34071, 6.98992, 0.75783], [3.40987, 6.30819, 1.56288], [3.72613, 6.46332, 2.59580], [3.35634, 4.81101, 1.23657], [2.57491, 4.35279, 1.84363], [4.32845, 4.35312, 1.48336], [2.40719, 6.73958, 1.41892], [3.03453, 7.27694, -0.81074], [5.00787, 4.93430, -0.83606], [1.95535, 4.28080, -2.54525], [0.89008, 2.25122, -3.37395], [0.60765, -0.80870, -1.32506], [-0.61540, -1.74754, -3.15273], [-0.87286, -2.22910, -1.80648], [-0.89886, -3.67614, -1.66492], [-2.18146, -4.31098, -2.22048], [-3.35750, -3.69034, -1.66026], [-4.05309, -4.42068, -0.33980], [-5.23575, -3.67366, -0.03123], [-4.15330, -5.81578, -0.64848], [-2.90099, -4.25415, 1.01561], [-3.04063, -3.25058, 1.87202], [-2.18896, -2.91783, 3.00335], [-2.48322, -1.77864, 3.75618], [-1.69326, -1.41800, 4.83086], [-0.59433, -2.18858, 5.17437], [-0.29123, -3.32252, 4.43661], [-1.07813, -3.68536, 3.36115], [-0.83553, -4.57291, 2.79758], [0.56299, -3.92670, 4.70419], [0.02304, -1.90882, 6.01473], [-1.93436, -0.53480, 5.40346], [-3.34052, -1.17750, 3.49042], [-3.88502, -2.59254, 1.70426], [-2.15431, -5.02579, 1.04780], [-3.36988, -2.24827, -1.72683], [-2.06199, -1.63950, -1.20062], [-2.05501, -0.56456, -1.39072], [-1.98942, -1.80385, -0.12076], [-4.22324, -1.91228, -1.13910], [-3.52988, -1.95532, -2.77032], [-2.21438, -4.19392, -3.30957], [-2.23812, -5.37272, -1.98112], [-0.82075, -3.88975, -0.59336], [-0.02445, -4.09578, -2.16670], [0.16317, -2.37033, -3.60363], [-1.48582, -1.76776, -3.82086]],
  "forces_ev_per_angstrom": [[-0.048, 0.170, -0.254], [-0.071, -0.395, 0.153], [0.111, -0.211, 0.301], [0.146, 0.317, 0.056], [-0.025, -0.083, -0.127], [0.145, -0.032, 0.193], [-0.219, -0.330, -0.122], [0.136, 0.202, -0.014], [-0.154, -0.081, -0.262], [-0.002, -0.087, 0.071], [0.046, 0.028, 0.084], [0.035, 0.392, 0.208], [0.065, 0.334, 0.044], [0.034, 0.018, 0.021], [0.052, -0.199, -0.336], [-0.072, -0.036, -0.025], [0.145, 0.043, 0.046], [-0.122, -0.308, 0.210], [-0.074, -0.035, -0.032], [-0.024, 0.337, 0.022], [0.049, -0.008, 0.020], [-0.062, -0.041, 0.044], [0.070, -0.057, 0.042], [0.080, -0.037, -0.020], [-0.035, 0.012, -0.083], [-0.024, 0.099, -0.043], [-0.022, 0.000, -0.042], [-0.126, 0.027, -0.181], [-0.065, 0.055, -0.003], [0.149, -0.091, -0.101], [-0.074, -0.169, -0.080], [0.561, -0.283, -0.031], [-0.603, -0.519, 0.688], [0.054, -0.020, -0.146], [0.152, 0.258, 0.074], [0.315, -0.004, 0.084], [-0.665, -0.016, -0.437], [-0.285, -0.057, -0.223], [0.307, 0.085, 0.367], [-0.016, -0.184, -0.181], [0.082, 0.054, 0.115], [-0.048, 0.060, 0.010], [0.066, -0.074, -0.012], [-0.127, 0.088, -0.037], [0.049, -0.112, -0.057], [0.062, -0.050, 0.015], [0.047, 0.024, 0.067], [-0.023, 0.067, 0.039], [-0.098, 0.055, -0.036], [-0.094, 0.087, 0.019], [0.244, -0.150, 0.010], [0.066, 0.628, 0.155], [-0.218, 0.018, 0.021], [-0.024, 0.020, 0.094], [-0.042, 0.115, -0.097], [0.033, 0.221, -0.153], [-0.060, -0.039, 0.077], [-0.037, -0.063, 0.054], [0.171, -0.024, -0.209], [0.043, -0.087, -0.092], [-0.006, -0.030, 0.057], [-0.059, 0.005, -0.021], [0.110, 0.092, -0.008]]
}